Record 1
Below is 3 unconnected molecules or ions with the total composition C4H16NO2 at a distorted geometry, with properties calculated with the ωB97M-V functional and the def2-TZVPD basis.

Properties
Max |F|: 2.387 eV/Å
HOMO-LUMO gap: 11.63 eV
Relative energy (zero: lowest compared OMol25 entry of this formula, charge and spin): 1.216 eV
DFT total energy: -366.98481 a.u.
Multiplicity: 1
Charge: +1
LUMO: -3.12 eV

Last columns: bonded neighbours and bond lengths (Å).
Element x y z (Å)
1 C 0.82098 1.07484 0.82312  C2 1.567, N5 1.491, H6 1.088, H7 1.075
2 C -0.03628 0.26687 1.85587  C1 1.567, C3 1.522, H8 1.083, H9 1.076
3 C -1.23156 -0.49007 1.29509  C2 1.522, C4 1.561, H10 1.079, H11 1.087
4 C -0.79181 -1.67860 0.38388  C3 1.561, H12 1.076, H13 1.090, H14 1.086
5 N 0.35175 1.17994 -0.58814  C1 1.491, H15 1.028, H16 1.031, H17 1.017
6 H 0.88945 2.10958 1.15168  C1 1.088
7 H 1.80494 0.65241 0.92208  C1 1.075
8 H 0.58497 -0.33188 2.51031  C2 1.083
9 H -0.48408 1.05330 2.43812  C2 1.076
10 H -1.67878 -0.99457 2.13716  C3 1.079
11 H -1.93854 0.10216 0.71960  C3 1.087
12 H -0.24244 -2.37056 0.99774  C4 1.076
13 H -0.16998 -1.28027 -0.41747  C4 1.090
14 H -1.58761 -2.20180 -0.13699  C4 1.086
15 H 0.36790 0.29736 -1.11408  N5 1.028
16 H 1.05867 1.72937 -1.09967  N5 1.031
17 H -0.53725 1.67233 -0.61186  N5 1.017
18 H 3.96606 1.76859 -1.09201  O20 0.964
19 H 3.55159 0.30452 -1.19911  O20 0.972
20 O 3.20004 1.18922 -1.00524  H18 0.964, H19 0.972
21 H -2.57123 -1.06331 -3.38753  O23 0.964
22 H -2.91791 -1.87828 -2.14365  O23 0.967
23 O -2.40888 -1.11115 -2.43891  H21 0.964, H22 0.967


Record 2
Below is 5 unconnected molecules or ions with the total composition C41H81BBr2N6O14 at a distorted geometry, with properties calculated with the ωB97M-V functional and the def2-TZVPD basis.

Properties
Max |F|: 1.173 eV/Å
HOMO-LUMO gap: 8.30 eV
DFT total energy: -8165.48677 a.u.
Multiplicity: 1
SMILES: CCOB(O)c1c(Br)c(CCCCO)c(Br)c2c1C(=O)N(CCC(N)=O)C2=O.COCCNCCOC.COCCNCCOC.COCCNCCOC.COCCNCCOC
LUMO: -0.35 eV

Last columns: bonded neighbours and bond lengths (Å).
Element x y z (Å)
1 C 2.24873 -4.38476 0.41558  C2 1.527, H29 1.086, H30 1.086, H31 1.085
2 C 3.52915 -4.11295 -0.37045  C1 1.527, O3 1.433, H32 1.085, H33 1.086
3 O 3.67524 -2.73716 -0.74214  C2 1.433, B4 1.356
4 B 2.86696 -2.28315 -1.73242  O3 1.356, O5 1.360, C6 1.602
5 O 2.42100 -3.10445 -2.72100  B4 1.360, H34 0.963
6 C 2.50564 -0.72452 -1.65928  B4 1.602, C7 1.396, C18 1.396
7 C 1.20653 -0.21360 -1.68860  C6 1.396, Br8 1.906, C9 1.411
8 Br -0.23097 -1.45831 -1.81937  C7 1.906
9 C 0.90204 1.16004 -1.57979  C7 1.411, C10 1.503, C15 1.407
10 C -0.51643 1.65574 -1.59958  C9 1.503, C11 1.562, H35 1.083, H36 1.078
11 C -1.12649 1.70403 -0.16225  C10 1.562, C12 1.533, H37 1.081, H38 1.089
12 C -2.46914 0.96967 -0.07511  C11 1.533, C13 1.517, H39 1.087, H40 1.087
13 C -2.69692 0.42928 1.32384  C12 1.517, O14 1.434, H41 1.086, H42 1.089
14 O -2.67309 1.52030 2.25436  C13 1.434, H43 0.958
15 C 1.97316 2.05831 -1.42199  C9 1.407, Br16 1.894, C17 1.388
16 Br 1.70633 3.92532 -1.24419  C15 1.894
17 C 3.26851 1.56152 -1.37009  C15 1.388, C18 1.380, C27 1.512
18 C 3.52861 0.21238 -1.50261  C6 1.396, C17 1.380, C19 1.496
19 C 5.01176 0.02551 -1.45626  C18 1.496, O20 1.180, N21 1.446
20 O 5.66520 -0.89369 -1.80342  C19 1.180
21 N 5.56197 1.25453 -0.92895  C19 1.446, C22 1.501, C27 1.411
22 C 5.92377 0.98980 0.50361  N21 1.501, C23 1.531, H44 1.089, H45 1.082
23 C 5.88843 2.25422 1.36587  C22 1.531, C24 1.525, H46 1.088, H47 1.082
24 C 7.05826 2.21146 2.34278  C23 1.525, N25 1.437, O26 1.193
25 N 7.84023 3.40282 2.53030  C24 1.437, H48 1.018, H49 1.018
26 O 7.33264 1.20684 2.92379  C24 1.193
27 C 4.59742 2.25574 -1.17241  C17 1.512, N21 1.411, O28 1.193
28 O 4.80168 3.42809 -1.25138  C27 1.193
29 H 2.46819 -4.43739 1.47800  C1 1.086
30 H 1.50028 -3.60721 0.29111  C1 1.086
31 H 1.85115 -5.35360 0.13147  C1 1.085
32 H 3.62958 -4.76603 -1.23066  C2 1.085
33 H 4.37872 -4.34225 0.26622  C2 1.086
34 H 1.55949 -2.84498 -3.06365  O5 0.963
35 H -1.12463 1.04880 -2.25916  C10 1.083
36 H -0.54181 2.65244 -2.00914  C10 1.078
37 H -1.24946 2.74051 0.12083  C11 1.081
38 H -0.40985 1.22598 0.50414  C11 1.089
39 H -3.26250 1.65899 -0.35293  C12 1.087
40 H -2.48771 0.12743 -0.76153  C12 1.087
41 H -3.65250 -0.08546 1.36932  C13 1.086
42 H -1.89891 -0.26643 1.58022  C13 1.089
43 H -1.99683 1.34180 2.90929  O14 0.958
44 H 5.25408 0.22669 0.89849  C22 1.089
45 H 6.91201 0.54897 0.51454  C22 1.082
46 H 4.99662 2.22562 1.98815  C23 1.088
47 H 5.96443 3.16167 0.78115  C23 1.082
48 H 8.39688 3.53995 1.68906  N25 1.018
49 H 7.19888 4.19291 2.55112  N25 1.018
50 C -3.31240 -7.21224 3.58832  O51 1.413, H59 1.089, H60 1.096, H61 1.094
51 O -3.45643 -6.46899 4.78133  C50 1.413, C52 1.425
52 C -2.23423 -6.21953 5.47047  O51 1.425, C53 1.511, H62 1.094, H63 1.094
53 C -1.85248 -4.75838 5.41801  C52 1.511, N54 1.461, H64 1.091, H65 1.099
54 N -1.45519 -4.36208 4.06936  C53 1.461, C55 1.458, H66 1.011
55 C -1.30559 -2.92393 3.88069  N54 1.458, C56 1.526, H67 1.094, H68 1.096
56 C -2.53341 -2.03567 4.06404  C55 1.526, O57 1.414, H69 1.094, H70 1.096
57 O -3.53306 -2.21010 3.07884  C56 1.414, C58 1.417
58 C -4.44148 -3.27147 3.31346  O57 1.417, H71 1.092, H72 1.093, H73 1.090
59 H -4.31114 -7.48443 3.25036  C50 1.089
60 H -2.82837 -6.62810 2.79747  C50 1.096
61 H -2.73836 -8.12817 3.75711  C50 1.094
62 H -1.42821 -6.85044 5.08408  C52 1.094
63 H -2.40162 -6.49239 6.51682  C52 1.094
64 H -1.01936 -4.58808 6.10121  C53 1.091
65 H -2.71519 -4.17923 5.77720  C53 1.099
66 H -2.14140 -4.69903 3.40702  N54 1.011
67 H -0.94224 -2.77129 2.86008  C55 1.094
68 H -0.51836 -2.56872 4.55468  C55 1.096
69 H -2.19739 -0.99944 3.95839  C56 1.094
70 H -2.96688 -2.11585 5.06755  C56 1.096
71 H -4.61907 -3.42924 4.37969  C58 1.092
72 H -4.09628 -4.20356 2.85793  C58 1.093
73 H -5.38620 -3.00608 2.83826  C58 1.090
74 C -3.56234 8.64730 -5.89427  O75 1.414, H83 1.089, H84 1.095, H85 1.094
75 O -2.83052 7.65905 -6.59237  C74 1.414, C76 1.422
76 C -1.44677 7.94931 -6.74721  O75 1.422, C77 1.513, H86 1.094, H87 1.094
77 C -0.59469 7.01626 -5.91427  C76 1.513, N78 1.457, H88 1.094, H89 1.100
78 N -0.73807 7.28755 -4.49028  C77 1.457, C79 1.461, H90 1.011
79 C -0.14104 6.27415 -3.62300  N78 1.461, C80 1.522, H91 1.094, H92 1.095
80 C -0.69946 4.85966 -3.68907  C79 1.522, O81 1.417, H93 1.094, H94 1.097
81 O -2.01691 4.72081 -3.18517  C80 1.417, C82 1.415
82 C -3.05773 5.01986 -4.09575  O81 1.415, H95 1.092, H96 1.094, H97 1.091
83 H -4.61810 8.40024 -5.99161  C74 1.089
84 H -3.30980 8.66724 -4.82849  C74 1.095
85 H -3.39409 9.64067 -6.32007  C74 1.094
86 H -1.23249 8.99531 -6.51051  C76 1.094
87 H -1.20498 7.78814 -7.80197  C76 1.094
88 H 0.45474 7.14749 -6.19490  C77 1.094
89 H -0.88903 5.98892 -6.17279  C77 1.100
90 H -1.72052 7.36385 -4.26324  N78 1.011
91 H -0.25186 6.62410 -2.59288  C79 1.094
92 H 0.93353 6.23398 -3.83021  C79 1.095
93 H -0.07925 4.23508 -3.04009  C80 1.094
94 H -0.62670 4.42758 -4.69464  C80 1.097
95 H -2.78216 4.77779 -5.12408  C82 1.092
96 H -3.35288 6.07126 -4.03384  C82 1.094
97 H -3.92658 4.42163 -3.81927  C82 1.091
98 C -3.90678 -0.43750 -9.98505  O99 1.414, H107 1.089, H108 1.096, H109 1.094
99 O -2.82069 0.27212 -10.54728  C98 1.414, C100 1.423
100 C -3.10583 1.62894 -10.86625  O99 1.423, C101 1.514, H110 1.094, H111 1.094
101 C -2.36230 2.57676 -9.94986  C100 1.514, N102 1.457, H112 1.094, H113 1.098
102 N -2.89235 2.52925 -8.59367  C101 1.457, C103 1.460, H114 1.011
103 C -2.08439 3.22797 -7.59833  N102 1.460, C104 1.526, H115 1.092, H116 1.096
104 C -0.66560 2.72789 -7.34167  C103 1.526, O105 1.415, H117 1.094, H118 1.097
105 O -0.59370 1.45681 -6.72414  C104 1.415, C106 1.416
106 C -0.67070 0.34545 -7.59765  O105 1.416, H119 1.093, H120 1.094, H121 1.090
107 H -3.62504 -1.48846 -9.94782  C98 1.089
108 H -4.13035 -0.10423 -8.96561  C98 1.096
109 H -4.80665 -0.33770 -10.59872  C98 1.094
110 H -4.18202 1.82219 -10.84275  C100 1.094
111 H -2.75769 1.79470 -11.88966  C100 1.094
112 H -2.46440 3.59581 -10.33472  C101 1.094
113 H -1.29909 2.30399 -9.99042  C101 1.098
114 H -2.98467 1.56346 -8.30857  N102 1.011
115 H -2.62748 3.17083 -6.65221  C103 1.092
116 H -2.03684 4.28758 -7.87323  C103 1.096
117 H -0.20447 3.42110 -6.63220  C104 1.094
118 H -0.04200 2.75290 -8.24333  C104 1.097
119 H -0.22525 0.56066 -8.57195  C106 1.093
120 H -1.70313 0.01163 -7.73395  C106 1.094
121 H -0.11888 -0.47428 -7.13700  C106 1.090
122 C 2.59640 -1.67225 10.80723  O123 1.414, H131 1.089, H132 1.096, H133 1.094
123 O 3.27945 -2.89731 10.62764  C122 1.414, C124 1.422
124 C 2.98740 -3.88442 11.60930  O123 1.422, C125 1.514, H134 1.094, H135 1.094
125 C 2.19380 -5.02890 11.01666  C124 1.514, N126 1.457, H136 1.094, H137 1.098
126 N 0.83886 -4.61507 10.67582  C125 1.457, C127 1.460, H138 1.011
127 C 0.08668 -5.58293 9.88284  N126 1.460, C128 1.525, H139 1.093, H140 1.095
128 C 0.60792 -5.94077 8.49460  C127 1.525, O129 1.417, H141 1.094, H142 1.096
129 O 0.53374 -4.88640 7.55080  C128 1.417, C130 1.418
130 C 1.61657 -3.97153 7.57124  O129 1.418, H143 1.092, H144 1.093, H145 1.091
131 H 3.02683 -0.95432 10.11119  C122 1.089
132 H 1.52626 -1.76400 10.59045  C122 1.096
133 H 2.72312 -1.29243 11.82497  C122 1.094
134 H 2.46797 -3.44734 12.46674  C124 1.094
135 H 3.94578 -4.27576 11.96178  C124 1.094
136 H 2.14315 -5.84193 11.74689  C125 1.094
137 H 2.74949 -5.39310 10.14208  C125 1.098
138 H 0.87825 -3.74416 10.16351  N126 1.011
139 H -0.92215 -5.18092 9.76015  C127 1.093
140 H -0.00838 -6.50516 10.46486  C127 1.095
141 H -0.04115 -6.72906 8.10228  C128 1.094
142 H 1.62020 -6.36021 8.51832  C128 1.096
143 H 2.55369 -4.45370 7.85696  C130 1.092
144 H 1.41743 -3.12927 8.23915  C130 1.093
145 H 1.72470 -3.56916 6.56317  C130 1.091


Record 3
Below is C19H27N5O2S in the gas phase at a distorted geometry, with properties calculated with the ωB97M-V functional and the def2-TZVPD basis.

Properties
Max |F|: 1.219 eV/Å
HOMO-LUMO gap: 8.70 eV
Relative energy (zero: lowest compared OMol25 entry of this formula, charge and spin): 1.304 eV
DFT total energy: -1562.67286 a.u.
Multiplicity: 1
SMILES: COCCCn1c(SCC(=O)NC2CCCCC2)nnc1-c1ccncc1
LUMO: 0.16 eV

Last columns: bonded neighbours and bond lengths (Å).
Element x y z (Å)
1 C 2.32224 -0.92403 0.41428  O2 1.406, H28 1.097, H29 1.088, H30 1.096
2 O 1.37541 -0.22468 1.18314  C1 1.406, C3 1.410
3 C 1.54738 -0.33857 2.57777  O2 1.410, C4 1.535, H31 1.099, H32 1.094
4 C 0.95365 -1.62680 3.16442  C3 1.535, C5 1.531, H33 1.090, H34 1.092
5 C -0.57683 -1.59237 3.18309  C4 1.531, N6 1.440, H35 1.094, H36 1.094
6 N -1.13436 -1.34319 1.87898  C5 1.440, C7 1.363, C21 1.376
7 C -1.76759 -0.19508 1.50584  N6 1.363, S8 1.734, N19 1.311
8 S -2.13490 1.08246 2.61993  C7 1.734, C9 1.820
9 C -2.94653 2.27736 1.51341  S8 1.820, C10 1.531, H37 1.089, H38 1.088
10 C -1.91584 3.05708 0.69281  C9 1.531, O11 1.213, N12 1.339
11 O -1.49505 4.13448 1.05982  C10 1.213
12 N -1.57269 2.43691 -0.44302  C10 1.339, C13 1.448, H39 1.019
13 C -0.52697 2.91155 -1.32479  N12 1.448, C14 1.529, C18 1.530, H40 1.095
14 C 0.59686 1.87693 -1.39588  C13 1.529, C15 1.525, H41 1.091, H42 1.094
15 C 1.70218 2.35279 -2.33265  C14 1.525, C16 1.526, H43 1.092, H44 1.092
16 C 1.14145 2.61835 -3.72651  C15 1.526, C17 1.526, H45 1.092, H46 1.093
17 C 0.01812 3.64851 -3.65920  C16 1.526, C18 1.526, H47 1.092, H48 1.092
18 C -1.08930 3.17386 -2.72313  C13 1.530, C17 1.526, H49 1.092, H50 1.093
19 N -2.05922 -0.22276 0.22830  C7 1.311, N20 1.334
20 N -1.58808 -1.36862 -0.26692  N19 1.334, C21 1.309
21 C -1.03151 -2.04952 0.70223  N6 1.376, N20 1.309, C22 1.452
22 C -0.40533 -3.33920 0.47463  C21 1.452, C23 1.394, C27 1.397
23 C -0.32837 -4.35844 1.42256  C22 1.394, C24 1.386, H51 1.078
24 C 0.30370 -5.54060 1.07055  C23 1.386, N25 1.321, H52 1.082
25 N 0.83766 -5.76386 -0.11669  C24 1.321, C26 1.324
26 C 0.74170 -4.80735 -1.02662  N25 1.324, C27 1.383, H53 1.082
27 C 0.13604 -3.58704 -0.78965  C22 1.397, C26 1.383, H54 1.077
28 H 3.33797 -0.57082 0.62900  C1 1.097
29 H 2.07890 -0.72044 -0.62602  C1 1.088
30 H 2.28133 -2.00598 0.58470  C1 1.096
31 H 2.61534 -0.27982 2.82909  C3 1.099
32 H 1.03864 0.52973 3.00772  C3 1.094
33 H 1.30518 -1.74476 4.18958  C4 1.090
34 H 1.29994 -2.48479 2.58473  C4 1.092
35 H -0.91572 -0.77906 3.83095  C5 1.094
36 H -0.97364 -2.53048 3.58198  C5 1.094
37 H -3.47030 2.95993 2.18173  C9 1.089
38 H -3.64516 1.72520 0.88794  C9 1.088
39 H -1.89248 1.47993 -0.58710  N12 1.019
40 H -0.15303 3.84707 -0.89484  C13 1.095
41 H 0.99209 1.69766 -0.39456  C14 1.091
42 H 0.17985 0.93524 -1.76340  C14 1.094
43 H 2.49339 1.60143 -2.38494  C15 1.092
44 H 2.13988 3.27184 -1.93694  C15 1.092
45 H 1.93518 2.97637 -4.38545  C16 1.092
46 H 0.75356 1.68648 -4.14452  C16 1.093
47 H -0.39079 3.82032 -4.65693  C17 1.092
48 H 0.41786 4.59658 -3.29288  C17 1.092
49 H -1.87990 3.92402 -2.66295  C18 1.092
50 H -1.52655 2.24928 -3.10769  C18 1.093
51 H -0.76451 -4.25846 2.40329  C23 1.078
52 H 0.38776 -6.35291 1.78087  C24 1.082
53 H 1.17918 -5.03473 -1.98965  C26 1.082
54 H 0.07225 -2.82699 -1.55042  C27 1.077